Here is a cluster of 10 separate species, C30H70N10O10 in total at a distorted geometry from the OMol25 dataset. Energies are from wB97M-V/def2-TZVPD.

Its energy relative to the best compared isomer or geometry (same formula, charge and spin) is 0.00 kcal/mol. Its gap between HOMO and LUMO (spin up / spin down) is 7.8 / 2.4 eV. As for the net charge: +1. The total energy is -67611.635 eV. As for the multiplicity: 2. The LUMO energy (spin up / spin down) comes out at -2.44 / -7.82 eV.

Each atom is followed by the atoms it is bonded to, with distances in Å.
Positions of all 120 atoms, in Å:
1 C -10.48749 9.07327 -2.82332  O2 1.225, N3 1.337, H6 1.101
2 O -9.61865 9.92767 -2.69389  C1 1.225
3 N -10.30389 7.76471 -2.61859  C1 1.337, C4 1.433, C5 1.444
4 C -11.44229 6.89731 -2.68632  N3 1.433, H7 1.090, H8 1.090, H9 1.090
5 C -9.00847 7.19333 -2.33257  N3 1.444, H10 1.090, H11 1.090, H12 1.090
6 H -11.49681 9.24128 -3.22984  C1 1.101
7 H -12.36649 7.31191 -2.28374  C4 1.090
8 H -11.29338 5.96154 -2.14757  C4 1.090
9 H -11.63230 6.53544 -3.69678  C4 1.090
10 H -8.95061 6.84224 -1.30230  C5 1.090
11 H -8.84382 6.33701 -2.98657  C5 1.090
12 H -8.18359 7.90404 -2.38340  C5 1.090
13 C -11.27435 9.56880 -7.82132  O14 1.235, N15 1.390, H18 1.101
14 O -11.34596 10.12911 -8.91923  C13 1.235
15 N -10.31823 8.63522 -7.43926  C13 1.390, C16 1.476, C17 1.452
16 C -10.26876 8.26563 -6.01082  N15 1.476, H19 1.090, H20 1.090, H21 1.090
17 C -9.30711 8.22266 -8.39556  N15 1.452, H22 1.090, H23 1.090, H24 1.090
18 H -11.99821 9.68956 -7.00055  C13 1.101
19 H -11.16497 8.49680 -5.43509  C16 1.090
20 H -9.46307 8.80862 -5.51673  C16 1.090
21 H -9.98364 7.21736 -5.92172  C16 1.090
22 H -9.62970 8.31932 -9.43223  C17 1.090
23 H -8.41367 8.80926 -8.18163  C17 1.090
24 H -9.05893 7.16827 -8.27404  C17 1.090
25 C -6.77701 3.96245 -4.62681  O26 1.226, N27 1.360, H30 1.101
26 O -7.32563 4.20892 -3.55813  C25 1.226
27 N -7.26388 4.22806 -5.86908  C25 1.360, C28 1.469, C29 1.445
28 C -6.60048 3.75321 -7.09073  N27 1.469, H31 1.090, H32 1.090, H33 1.090
29 C -8.43389 5.04214 -6.10760  N27 1.445, H34 1.090, H35 1.090, H36 1.090
30 H -5.84172 3.38858 -4.71671  C25 1.101
31 H -7.34915 3.40502 -7.80233  C28 1.090
32 H -5.85253 2.99666 -6.85352  C28 1.090
33 H -6.10114 4.57298 -7.60719  C28 1.090
34 H -8.25114 5.82959 -6.83879  C29 1.090
35 H -9.21568 4.40849 -6.52641  C29 1.090
36 H -8.73946 5.52975 -5.18188  C29 1.090
37 C -3.10858 6.01029 -5.54311  O38 1.231, N39 1.306, H42 1.101
38 O -3.85616 5.05863 -5.31743  C37 1.231
39 N -2.61369 6.35423 -6.70133  C37 1.306, C40 1.451, C41 1.479
40 C -1.65532 7.42417 -6.90504  N39 1.451, H43 1.090, H44 1.090, H45 1.090
41 C -2.74679 5.37062 -7.79773  N39 1.479, H46 1.090, H47 1.090, H48 1.090
42 H -2.89666 6.76414 -4.76915  C37 1.101
43 H -0.81836 6.90864 -7.37603  C40 1.090
44 H -1.26780 7.82465 -5.96827  C40 1.090
45 H -2.06346 8.19884 -7.55420  C40 1.090
46 H -3.28710 5.65737 -8.69991  C41 1.090
47 H -1.72004 5.22103 -8.13167  C41 1.090
48 H -3.08031 4.37881 -7.49246  C41 1.090
49 C -5.98411 14.04673 -7.58853  O50 1.231, N51 1.388, H54 1.101
50 O -4.99226 13.98160 -8.31537  C49 1.231
51 N -6.64005 15.23356 -7.29134  C49 1.388, C52 1.440, C53 1.468
52 C -7.97733 15.27104 -6.75975  N51 1.440, H55 1.090, H56 1.090, H57 1.090
53 C -6.31068 16.40783 -8.10869  N51 1.468, H58 1.090, H59 1.090, H60 1.090
54 H -6.41862 13.17873 -7.06893  C49 1.101
55 H -8.08141 15.95496 -5.91742  C52 1.090
56 H -8.28277 14.29738 -6.37660  C52 1.090
57 H -8.69569 15.64373 -7.48992  C52 1.090
58 H -5.27484 16.59607 -8.39099  C53 1.090
59 H -6.86932 16.26986 -9.03443  C53 1.090
60 H -6.81395 17.27512 -7.68134  C53 1.090
61 C -3.71609 9.29689 -10.53771  O62 1.252, N63 1.350, H66 1.101
62 O -3.57665 8.06996 -10.33134  C61 1.252
63 N -4.88604 9.87579 -10.88399  C61 1.350, C64 1.524, C65 1.459
64 C -5.08918 11.38544 -10.91953  N63 1.524, H67 1.090, H68 1.090, H69 1.090
65 C -6.14557 9.14895 -11.00084  N63 1.459, H70 1.090, H71 1.090, H72 1.090
66 H -2.84666 9.96995 -10.48042  C61 1.101
67 H -5.63061 11.73126 -11.80007  C64 1.090
68 H -4.14273 11.90459 -10.76853  C64 1.090
69 H -5.69973 11.64081 -10.05344  C64 1.090
70 H -6.84764 9.44758 -10.22237  C65 1.090
71 H -6.68306 9.41502 -11.91101  C65 1.090
72 H -6.03822 8.06522 -11.04673  C65 1.090
73 C -6.37034 9.67030 -1.39781  O74 1.232, N75 1.368, H78 1.101
74 O -5.99759 8.72190 -0.70629  C73 1.232
75 N -5.46745 10.45877 -2.05757  C73 1.368, C76 1.455, C77 1.477
76 C -5.86202 11.72556 -2.65357  N75 1.455, H79 1.090, H80 1.090, H81 1.090
77 C -4.00194 10.27706 -2.04339  N75 1.477, H82 1.090, H83 1.090, H84 1.090
78 H -7.43092 9.93245 -1.53438  C73 1.101
79 H -5.03525 12.24268 -3.14053  C76 1.090
80 H -6.21425 12.41585 -1.88707  C76 1.090
81 H -6.65032 11.56891 -3.38988  C76 1.090
82 H -3.92587 9.23910 -1.71943  C77 1.090
83 H -3.58584 10.28153 -3.05083  C77 1.090
84 H -3.44631 10.86068 -1.30938  C77 1.090
85 C -7.11683 9.76735 -5.76117  O86 1.225, N87 1.415, H90 1.101
86 O -7.21539 10.65820 -6.59637  C85 1.225
87 N -6.38772 8.56545 -5.92607  C85 1.415, C88 1.434, C89 1.521
88 C -5.78178 8.33525 -7.20478  N87 1.434, H91 1.090, H92 1.090, H93 1.090
89 C -6.05970 7.67759 -4.73501  N87 1.521, H94 1.090, H95 1.090, H96 1.090
90 H -7.52707 9.75802 -4.73950  C85 1.101
91 H -5.99544 7.30040 -7.47223  C88 1.090
92 H -4.71553 8.56146 -7.21127  C88 1.090
93 H -6.10875 9.00796 -7.99766  C88 1.090
94 H -6.68382 7.90315 -3.87031  C89 1.090
95 H -6.33204 6.69443 -5.11886  C89 1.090
96 H -5.01244 7.64812 -4.43423  C89 1.090
97 C -6.02760 4.73137 -0.45769  O98 1.181, N99 1.365, H102 1.101
98 O -6.44241 4.11660 0.46078  C97 1.181
99 N -4.72917 4.64794 -0.86894  C97 1.365, C100 1.425, C101 1.461
100 C -4.41222 5.27607 -2.10853  N99 1.425, H103 1.090, H104 1.090, H105 1.090
101 C -3.79955 3.65424 -0.33784  N99 1.461, H106 1.090, H107 1.090, H108 1.090
102 H -6.66592 5.36156 -1.09614  C97 1.101
103 H -4.74065 4.69301 -2.96891  C100 1.090
104 H -3.33272 5.34556 -2.24247  C100 1.090
105 H -4.70374 6.32283 -2.19478  C100 1.090
106 H -4.26723 2.92391 0.32248  C101 1.090
107 H -3.38823 3.06893 -1.16024  C101 1.090
108 H -2.94810 4.16548 0.11133  C101 1.090
109 C -8.69382 13.77470 -10.65254  O110 1.186, N111 1.341, H114 1.101
110 O -9.06808 14.85313 -10.97550  C109 1.186
111 N -9.48133 12.92439 -9.97742  C109 1.341, C112 1.502, C113 1.504
112 C -8.92577 11.65187 -9.40541  N111 1.502, H115 1.090, H116 1.090, H117 1.090
113 C -10.88002 13.31331 -9.58588  N111 1.504, H118 1.090, H119 1.090, H120 1.090
114 H -7.66386 13.41899 -10.81021  C109 1.101
115 H -9.11550 10.81462 -10.07706  C112 1.090
116 H -9.42208 11.46349 -8.45341  C112 1.090
117 H -7.87242 11.66891 -9.12568  C112 1.090
118 H -11.33138 14.24601 -9.92419  C113 1.090
119 H -11.68080 12.62887 -9.86586  C113 1.090
120 H -10.89503 13.22760 -8.49936  C113 1.090

Here is the molecule C24H32O6 at a distorted geometry from the OMol25 dataset. Energies are from wB97M-V/def2-TZVPD.

Its energy relative to the best compared isomer or geometry (same formula, charge and spin) is 0.00 kcal/mol. Its gap between HOMO and LUMO is 9.8 eV. The total energy is -37693.370 eV. Its SMILES is CCC[C@H]1O[C@H]2C[C@@H]3[C@@H]4CCC5=CC(=O)C=C[C@]5(C)[C@H]4[C@H](O)C[C@]3(C)[C@@]2(C(=O)O)O1. The LUMO energy comes out at 0.42 eV.

Each atom is followed by the atoms it is bonded to, with distances in Å.
Positions of all 62 atoms, in Å:
1 C -3.26210 -3.38462 0.13323  C2 1.524, H31 1.088, H32 1.088, H33 1.085
2 C -4.07501 -2.35933 -0.64789  C1 1.524, C3 1.530, H34 1.092, H35 1.091
3 C -4.91485 -1.45393 0.25610  C2 1.530, C4 1.526, H36 1.091, H37 1.090
4 C -4.12799 -0.30491 0.88083  C3 1.526, O5 1.396, O30 1.414, H38 1.114
5 O -3.10505 -0.74381 1.72394  C4 1.396, C6 1.414
6 C -2.10484 0.25554 1.75048  O5 1.414, C7 1.529, C26 1.549, H39 1.097
7 C -0.72362 -0.36255 1.53185  C6 1.529, C8 1.533, H40 1.088, H41 1.088
8 C -0.50913 -0.28782 0.01536  C7 1.533, C9 1.533, C24 1.541, H42 1.095
9 C 0.93600 -0.47273 -0.46174  C8 1.533, C10 1.528, C20 1.539, H43 1.096
10 C 1.46039 -1.82752 0.01137  C9 1.528, C11 1.527, H44 1.091, H45 1.092
11 C 2.86012 -2.07421 -0.54788  C10 1.527, C12 1.495, H46 1.090, H47 1.091
12 C 3.73400 -0.96333 -0.06128  C11 1.495, C13 1.336, C18 1.507
13 C 4.74344 -1.20466 0.78040  C12 1.336, C14 1.462, H48 1.082
14 C 5.58425 -0.16434 1.37138  C13 1.462, O15 1.219, C16 1.465
15 O 6.48829 -0.41172 2.15137  C14 1.219
16 C 5.25065 1.19644 0.94181  C14 1.465, C17 1.330, H49 1.081
17 C 4.25198 1.45671 0.10223  C16 1.330, C18 1.501, H50 1.080
18 C 3.34300 0.42476 -0.49926  C12 1.507, C17 1.501, C19 1.541, C20 1.570
19 C 3.50897 0.55335 -2.02623  C18 1.541, H51 1.086, H52 1.088, H53 1.086
20 C 1.86398 0.68055 -0.04056  C9 1.539, C18 1.570, C21 1.545, H54 1.096
21 C 1.25526 1.99539 -0.57717  C20 1.545, O22 1.407, C23 1.534, H55 1.094
22 O 2.01011 3.14765 -0.29003  C21 1.407, H56 0.965
23 C -0.16297 2.19275 -0.02627  C21 1.534, C24 1.529, H57 1.093, H58 1.093
24 C -1.12805 1.06379 -0.39046  C8 1.541, C23 1.529, C25 1.527, C26 1.560
25 C -1.50917 1.13281 -1.86781  C24 1.527, H59 1.086, H60 1.087, H61 1.088
26 C -2.40217 1.12964 0.50643  C6 1.549, C24 1.560, C27 1.534, O30 1.423
27 C -2.81408 2.56407 0.86338  C26 1.534, O28 1.199, O29 1.329
28 O -2.30596 3.19818 1.74436  C27 1.199
29 O -3.79439 3.03328 0.09766  C27 1.329, H62 0.977
30 O -3.50565 0.48119 -0.11653  C4 1.414, C26 1.423
31 H -2.63219 -3.96182 -0.54058  C1 1.088
32 H -3.92434 -4.07139 0.65540  C1 1.088
33 H -2.63621 -2.89128 0.87017  C1 1.085
34 H -4.74602 -2.88131 -1.33333  C2 1.092
35 H -3.41215 -1.73432 -1.24885  C2 1.091
36 H -5.72218 -1.00078 -0.32144  C3 1.091
37 H -5.35089 -2.03320 1.06966  C3 1.090
38 H -4.82497 0.34465 1.45755  C4 1.114
39 H -2.17338 0.83521 2.67936  C6 1.097
40 H 0.02722 0.20672 2.07494  C7 1.088
41 H -0.72472 -1.38518 1.90273  C7 1.088
42 H -1.11051 -1.08131 -0.44146  C8 1.095
43 H 0.90553 -0.49152 -1.55675  C9 1.096
44 H 1.51102 -1.84692 1.10090  C10 1.091
45 H 0.78077 -2.61806 -0.31244  C10 1.092
46 H 3.24201 -3.03540 -0.20257  C11 1.090
47 H 2.82402 -2.09417 -1.63852  C11 1.091
48 H 4.98181 -2.21837 1.07378  C13 1.082
49 H 5.87817 1.98667 1.32885  C16 1.081
50 H 4.06552 2.47152 -0.21573  C17 1.080
51 H 2.78519 -0.04975 -2.56597  C19 1.086
52 H 4.50838 0.22501 -2.30421  C19 1.088
53 H 3.39579 1.59142 -2.32592  C19 1.086
54 H 1.89644 0.73623 1.05390  C20 1.096
55 H 1.22444 1.95768 -1.66987  C21 1.094
56 H 1.94442 3.33679 0.65369  O22 0.965
57 H -0.10183 2.29067 1.06028  C23 1.093
58 H -0.53779 3.14374 -0.41240  C23 1.093
59 H -0.63795 0.96491 -2.49374  C25 1.086
60 H -2.25599 0.37985 -2.10497  C25 1.087
61 H -1.91720 2.11222 -2.10846  C25 1.088
62 H -4.10784 2.32089 -0.49302  O29 0.977

> energy relative to the best compared isomer or geometry (same formula, charge and spin) of number 1 (C30H70N10O10)?

0.00 kcal/mol

> Look up the energy relative to the best compared isomer or geometry (same formula, charge and spin) of the second one.

0.00 kcal/mol

> Look up the energy relative to the best compared isomer or geometry (same formula, charge and spin) of the second one.

0.00 kcal/mol